Record 1
Here is a molecular structure, C36H96O12 in a non-equilibrium geometry from the Open Molecules 2025 dataset. Energies are from wB97M-V/def2-TZVPD.

The HOMO-LUMO gap comes out at 9.71 eV. The value obtained for the energy relative to the best compared isomer or geometry (same formula, charge and spin) is 66.0 kcal/mol.

Cartesian coordinates (Å):
H: 14.6493 -0.4055 -0.3013
H: 26.3679 5.1321 1.1147
O: 15.9172 12.5439 3.5979
O: 18.6923 9.1513 -3.3131
H: 21.0884 3.7249 4.6631
C: 14.1485 8.9545 0.4659
O: 16.1777 -1.3843 -2.0735
H: 16.9454 7.9005 -1.6380
H: 14.5638 3.8870 4.2263
C: 21.6148 0.9175 4.9569
H: 15.8569 -1.2876 0.6597
C: 20.2504 9.0815 -0.3234
H: 19.4299 0.7523 2.9475
C: 16.3574 10.2389 2.8881
H: 22.4737 3.7631 -0.7867
O: 23.8196 1.8659 5.5566
H: 24.4002 1.2923 -0.1766
C: 17.3296 3.3497 4.2338
H: 18.7934 -2.2910 0.7773
H: 17.5670 1.1380 -2.3933
O: 19.9122 0.0986 0.4056
H: 16.4164 11.5647 0.3544
H: 17.4306 10.2188 3.0860
H: 20.7927 0.9795 4.2330
H: 15.8233 0.9862 -2.5839
C: 15.8271 11.6246 2.4794
H: 14.1107 2.1837 4.6355
H: 13.3304 6.3921 -0.2220
H: 17.5266 3.4630 5.3056
H: 22.8928 2.1689 3.7538
H: 20.6660 4.5994 -4.0606
H: 16.5790 1.7999 -1.1788
H: 23.5915 1.7740 6.4935
H: 19.8458 -2.8801 2.0358
H: 24.9777 6.8760 2.0252
C: 16.5772 12.1619 1.2596
H: 16.8774 10.8927 -3.9302
H: 15.1113 3.0825 5.7149
H: 19.0478 3.4232 -0.6809
C: 16.6267 0.9398 -1.8527
H: 22.5816 6.1707 -0.7932
H: 22.7274 4.1882 5.1745
H: 21.7447 9.6285 1.1381
H: 20.2069 5.0913 0.8372
H: 22.0604 8.0845 0.4466
H: 14.7804 11.4802 2.1957
H: 20.7879 3.7522 -1.1362
C: 23.7186 0.7774 -0.8615
H: 17.6527 -0.6114 -0.7530
H: 25.8798 4.5791 2.7190
H: 21.1318 0.9317 5.9420
H: 17.6773 12.1256 1.3403
H: 19.1381 -0.9286 3.4908
H: 22.4862 6.3898 2.4125
O: 24.0685 6.1996 0.2899
C: 21.7720 3.8264 -1.6189
H: 18.2625 2.9815 3.7912
H: 17.3991 6.7550 -2.9142
C: 17.6498 4.5276 0.4108
H: 24.2496 0.1126 -1.5351
C: 16.6521 -0.3975 -1.1406
H: 22.7537 5.2372 -2.9154
C: 20.6562 5.3774 -3.2886
H: 21.9537 -1.0625 -1.4494
C: 16.4738 10.0435 -3.3803
C: 19.1773 10.0494 0.1751
H: 19.6983 5.3249 -2.7666
C: 14.8962 2.9420 4.6493
H: 23.0459 -0.7375 0.5395
C: 12.5155 7.0706 0.0243
H: 20.7455 8.2808 1.6644
H: 11.6292 9.4590 0.8619
H: 17.2167 8.4615 -4.6304
H: 18.9291 1.6317 0.6612
C: 21.2383 8.7145 0.7909
H: 16.3897 1.4378 4.3761
C: 17.3171 8.7999 -3.5899
H: 16.1947 9.5556 2.0473
H: 16.8308 12.8457 3.6568
H: 21.1503 -0.6639 1.8854
H: 18.6034 10.3664 -0.7069
H: 17.1543 4.3505 3.8257
H: 19.0397 8.6687 -2.5385
H: 16.7402 -1.3812 -2.8555
H: 17.9099 5.4774 -0.0585
H: 16.7628 4.1565 -0.1052
O: 18.3041 2.3441 0.9252
C: 21.9600 3.4088 5.2341
C: 15.6856 -0.4085 0.0332
H: 14.8134 8.0933 0.5598
H: 14.6879 9.7992 0.0454
C: 12.8969 8.5148 -0.3051
H: 15.7701 7.4685 -2.8786
H: 18.1045 -0.2181 2.2432
C: 18.7823 3.5735 0.3773
H: 20.5163 -2.5398 0.4385
H: 17.3295 4.7373 1.4389
H: 24.8951 6.2849 -0.2070
H: 25.1021 3.8918 1.3123
H: 20.2804 7.2523 -1.1068
C: 19.1166 -0.2466 2.6392
H: 15.8501 0.4807 0.6462
H: 20.8309 9.5598 -1.1298
H: 16.7330 2.3742 2.0727
H: 21.2479 0.6772 1.5374
H: 19.5690 10.9309 0.6753
C: 20.1013 -0.7533 1.5979
H: 12.2079 6.9878 1.0648
H: 21.5094 1.9030 0.3584
C: 22.6467 0.1116 -0.0298
C: 16.1515 2.4314 3.9589
C: 19.9946 4.0589 1.1321
C: 25.5078 4.8201 1.7218
C: 21.8129 5.1693 -2.3428
H: 19.8127 3.9880 2.2036
C: 23.2516 5.6120 2.4745
H: 22.7728 1.5421 1.5531
H: 16.5207 10.3199 -2.3195
H: 23.2135 1.5591 -1.4233
H: 21.7535 3.3794 6.3138
C: 22.5767 2.0813 4.7998
H: 11.7013 6.7867 -0.6473
H: 16.3680 13.2095 1.0270
H: 15.7716 9.9047 3.7427
H: 22.0754 -0.0588 4.8058
C: 22.0216 1.0992 0.8955
C: 24.4856 5.9558 1.6855
H: 23.4637 5.4731 3.5357
C: 16.8324 7.6623 -2.6960
H: 15.4240 9.8886 -3.6439
O: 19.5705 7.8899 -0.8272
O: 15.8951 2.3553 2.5683
H: 20.5531 -0.1384 -0.2774
O: 21.7717 6.2059 -1.3552
H: 20.7485 6.3143 -3.8390
O: 21.5935 -0.3748 -0.8799
H: 13.8883 9.1484 1.5180
O: 11.7907 9.3814 -0.0852
H: 18.4467 9.5650 0.8273
H: 21.9041 3.0017 -2.3193
C: 19.7999 -2.1873 1.1873
H: 22.7967 4.6903 2.0979
H: 13.1282 8.5986 -1.3717
H: 20.8555 3.4675 0.8202



Record 2
Here is 2 unconnected molecules or ions with the total composition C2H2N in a non-equilibrium geometry from the Open Molecules 2025 dataset. Energies are from wB97M-V/def2-TZVPD.

The HOMO-LUMO gap (spin up / spin down) comes out at 8.25 / 8.25 eV. As for the net charge: +1. The value obtained for the energy relative to the best compared isomer or geometry (same formula, charge and spin) is 103.1 kcal/mol.

Cartesian coordinates (Å):
H: 1.2086 1.0866 0.0765
C: -1.9219 0.0891 0.1953
C: -0.7556 -0.0195 -0.2579
H: 1.0051 -1.0114 -0.0123
N: 0.4638 -0.1448 -0.0016



Record 3
Here is a molecular structure, C31H37N2NdO in a non-equilibrium geometry from the Open Molecules 2025 dataset. Energies are from wB97M-V/def2-TZVPD.

The HOMO-LUMO gap (spin up / spin down) comes out at 6.79 / 6.79 eV. Its expectation value of S² is 3.757. The value obtained for the energy relative to the best compared isomer or geometry (same formula, charge and spin) is 34.6 kcal/mol. Its spin multiplicity is 4.

Cartesian coordinates (Å):
N: -1.4830 1.3546 -4.0636
C: 1.2525 1.5154 5.7278
C: -2.1073 -1.7042 -2.4889
H: 1.8819 0.2574 -2.4578
O: -1.8287 1.9903 -1.7276
H: -4.0305 -0.6661 -2.2563
H: 0.3146 -0.1167 3.0533
C: -0.2765 -2.4879 0.6402
H: -4.3064 3.4776 2.1500
H: -1.7506 -2.1202 2.2785
H: -0.3500 -0.4527 -2.2432
C: -1.5427 -2.1516 1.2125
C: -1.2610 -2.3267 -3.6250
C: -1.6716 1.1233 -2.7027
C: 1.0748 0.4871 -5.2968
H: 4.4296 0.4289 -5.9243
H: 2.7297 -1.4359 -0.4759
C: -3.0179 2.9276 3.7867
C: 2.5500 0.3746 0.8642
H: 0.3321 -2.7997 -1.4654
H: 0.7170 2.4133 6.0843
H: 0.4200 -0.7251 6.5451
C: 2.1821 1.7200 0.5785
Nd: -0.2262 0.3315 -0.0064
H: 1.1161 1.4602 3.2686
C: -0.4463 -2.5643 -0.7560
C: 2.1260 2.5735 -4.6430
H: 2.0451 3.5909 -4.2551
C: 1.9809 0.4935 -1.3827
H: -0.1768 -1.3757 4.9868
C: 0.2252 0.8702 3.5678
C: -3.4023 2.9607 2.4489
H: -3.5190 -1.7606 0.3020
H: -2.3510 1.6028 -4.5732
C: -1.0519 1.6192 3.1761
H: -0.2438 2.9972 -3.4407
C: 3.3790 2.0750 -4.9982
H: -1.4786 -1.8696 -4.6195
C: -1.8533 2.2482 4.1588
H: -3.6198 3.4291 4.5543
H: -1.2158 -0.3222 5.9769
C: -3.5888 -1.4725 -2.8796
H: 4.2907 2.6654 -4.8411
C: -1.4645 -0.2919 -2.2088
C: -0.3761 2.3868 -4.3737
H: 1.5245 2.7080 -1.3612
H: -2.9577 2.2916 0.4202
C: 2.3184 -0.0002 -5.7507
H: -4.2668 -2.3638 -2.7966
C: 0.9684 1.7812 -4.7623
C: 2.4543 -0.3809 -0.3404
H: -0.1850 -2.1077 -3.4510
H: 2.2674 2.5569 1.2758
H: -1.5581 2.1773 5.2145
H: 0.1648 -0.1137 -5.3718
H: 0.6290 -2.7342 1.1841
H: -1.3760 -3.4307 -3.7311
C: 1.8246 1.8035 -0.7993
H: 2.9407 0.0112 1.8179
H: -3.6422 -1.1064 -3.9385
C: -0.1755 -0.5003 5.6520
N: 0.3987 0.6326 4.9976
H: 2.0638 1.8519 5.0668
H: 1.6725 0.9940 6.5937
C: -2.4806 -2.0409 0.1579
H: -0.7235 3.1186 -5.1456
H: 2.3715 -0.9889 -6.2295
C: 3.4608 0.8033 -5.5875
C: -1.4450 1.6835 1.8378
C: -2.6173 2.3079 1.4671
H: -2.0091 -0.1349 -1.2388
C: -1.8139 -2.3076 -1.0877



Record 4
Here is a gas-phase ion, C18H17F6N2 (charge +1) in a non-equilibrium geometry from the Open Molecules 2025 dataset. Energies are from wB97M-V/def2-TZVPD.

Its SMILES is C[N+](C)=NCC(c1ccc(C(F)(F)F)cc1)c1ccc(C(F)(F)F)cc1. The HOMO-LUMO gap comes out at 6.29 eV. As for the net charge: +1.

Cartesian coordinates (Å):
F: 7.0638 -2.3055 6.3397
N: 1.1399 -0.0382 2.9257
C: 3.3072 1.2018 2.5590
H: -1.2130 -1.3155 3.6052
H: 4.1196 2.0500 4.8742
F: 5.1023 -3.1386 6.8523
H: 3.6133 5.2567 0.1838
H: 5.0975 0.7147 6.7818
C: 1.8707 1.1722 3.2265
C: 4.0716 0.3686 3.5565
H: -0.4087 1.9161 1.5769
C: 4.3545 0.9820 4.7724
H: 3.1648 0.7109 1.5801
C: 4.2368 -0.9934 3.4071
C: 4.8631 -1.7540 4.4189
C: 4.0694 4.6417 0.9568
H: 5.7469 2.3850 3.6238
H: 3.9234 -1.5377 2.4986
C: 5.7232 4.3251 2.6831
N: -0.0594 -0.0146 2.4074
H: 6.5846 4.6941 3.2487
H: -1.7533 -1.1799 1.9107
H: 5.0715 -2.8094 4.2864
H: 1.9464 1.2836 4.3481
F: 5.5705 7.2335 2.8584
C: 4.0411 2.5720 2.2637
H: 2.7288 2.9962 0.6309
H: -0.3246 -2.1520 2.2652
C: 5.2021 3.0378 2.9089
C: 3.5531 3.3708 1.2365
H: -1.0836 1.5920 3.2321
F: 6.8458 6.6522 1.1380
H: -1.8359 0.9122 1.7795
C: -0.8719 -1.2238 2.5560
C: 5.5747 6.5892 1.6479
C: -0.8809 1.2029 2.2296
C: 5.1925 -1.1130 5.6119
F: 4.7649 7.3155 0.8364
C: 5.7790 -1.9725 6.6797
H: 1.7145 2.0744 2.6449
C: 4.9186 0.2513 5.8284
F: 5.7955 -1.3637 7.8975
C: 5.1150 5.1499 1.7260